Entry 1:
Computed, not measured: 7 unconnected molecules or ions with the total composition C50H50ClF4N9O6S2 in a non-equilibrium geometry, with wB97M-V/def2-TZVPD.

Element x y z (Å)
O1 1.01809 -6.79122 -0.63680
C1 0.14668 -6.10181 -1.09587
C2 -0.60843 -4.92424 -0.48605
C3 -0.27651 -4.05317 0.49350
C4 -1.16714 -3.04390 0.80851
C5 -0.72440 -2.07115 1.90218
C6 0.69049 -1.55306 1.53945
O2 0.91074 -0.26658 2.07824
C7 1.88248 0.40688 1.31145
C8 2.35807 1.65756 2.05750
F1 3.69381 1.74219 2.05332
F2 1.91694 1.64156 3.31744
F3 1.90445 2.78803 1.50180
C9 -2.37343 -2.91144 0.15778
C10 -3.33593 -1.78875 0.46758
C11 -3.91289 -1.14374 -0.82296
C12 -3.98724 0.37789 -0.79266
C13 -2.66585 1.08781 -0.45091
S1 -1.39581 0.94967 -1.71809
O3 -0.15132 1.17316 -1.04887
O4 -1.45579 -0.27327 -2.44417
Cl1 -1.64548 2.53958 -2.99720
C14 -2.71140 -3.83411 -0.81232
F4 -3.87745 -3.79497 -1.44986
C15 -1.83148 -4.79988 -1.12873
C16 -1.87435 -5.92357 -2.15496
O5 -2.79387 -6.52705 -2.64091
N1 -0.47693 -6.21394 -2.40835
C17 0.21662 -5.15926 -3.19556
C18 0.66246 -5.62674 -4.60512
S2 0.27697 -4.29881 -5.82294
C19 1.37269 -3.03905 -5.33498
N2 2.62976 -3.10424 -5.17081
N3 3.13700 -1.89803 -4.78842
C20 2.09022 -1.12905 -4.73493
O6 0.98267 -1.75775 -5.03151
H1 0.67445 -4.17147 0.99650
H2 -0.61101 -2.68135 2.80172
H3 -1.40984 -1.24592 2.03076
H4 1.46250 -2.28157 1.81389
H5 0.71957 -1.50634 0.43966
H6 2.73532 -0.25326 1.10844
H7 1.48461 0.68549 0.33093
H8 -2.88233 -1.01751 1.08051
H9 -4.15399 -2.20943 1.07432
H10 -3.40114 -1.52735 -1.69643
H11 -4.94082 -1.50807 -0.91997
H12 -4.25244 0.69257 -1.81034
H13 -4.77684 0.77653 -0.15299
H14 -2.89018 2.15528 -0.38356
H15 -2.22859 0.82222 0.50952
H16 -0.38613 -4.25244 -3.31212
H17 1.12694 -4.86913 -2.66431
H18 1.74870 -5.69336 -4.61633
H19 0.17670 -6.53373 -4.95147
H20 2.18895 -0.09128 -4.46478
C21 6.89215 0.71975 -5.40522
C22 7.10802 1.96422 -5.97454
C23 6.05549 2.57310 -6.64073
N4 4.84684 2.02851 -6.76890
C24 4.65976 0.82999 -6.21561
C25 5.64145 0.13552 -5.52462
H21 7.68794 0.21135 -4.87539
H22 8.07019 2.45331 -5.90425
H23 6.17787 3.54851 -7.09921
H24 3.66805 0.41222 -6.33972
H25 5.42963 -0.83321 -5.09532
C26 -1.84962 5.70525 3.08378
C27 -1.40882 4.42331 3.36634
C28 -2.02225 3.36181 2.72101
N5 -3.01739 3.50167 1.84354
C29 -3.42776 4.74408 1.58613
C30 -2.88062 5.87330 2.17407
H26 -1.39581 6.56175 3.56579
H27 -0.60698 4.24901 4.07059
H28 -1.70611 2.34102 2.91013
H29 -4.23864 4.82841 0.87034
H30 -3.25298 6.85747 1.92541
C31 -7.23386 -4.56993 3.64712
C32 -6.27783 -4.96064 2.72426
C33 -6.20089 -4.26653 1.52687
N6 -6.99554 -3.24503 1.20822
C34 -7.90955 -2.88530 2.10856
C35 -8.06913 -3.50940 3.33650
H31 -7.32694 -5.08465 4.59506
H32 -5.60651 -5.78391 2.92673
H33 -5.46597 -4.53480 0.77413
H34 -8.54333 -2.05310 1.82196
H35 -8.82795 -3.17294 4.02954
C36 4.11264 3.57276 6.32236
C37 2.82641 3.13327 6.05806
C38 1.88452 3.21769 7.07226
N7 2.14531 3.69439 8.28901
C39 3.38940 4.11051 8.52311
C40 4.40549 4.07370 7.57985
H36 4.87868 3.52584 5.55752
H37 2.56033 2.73537 5.09036
H38 0.86341 2.88802 6.91076
H39 3.57254 4.49125 9.52209
H40 5.39804 4.42739 7.82486
C41 7.15764 5.21963 3.14707
C42 7.63407 6.40623 3.67884
C43 8.39480 6.34833 4.83701
N8 8.69229 5.21565 5.47204
C44 8.22407 4.08471 4.94607
C45 7.45808 4.03068 3.79128
H41 6.56038 5.22085 2.24391
H42 7.42164 7.35609 3.20764
H43 8.79088 7.25206 5.28717
H44 8.48021 3.17916 5.48570
H45 7.10545 3.08232 3.40832
C46 -5.31184 -0.36401 -6.33767
C47 -3.93423 -0.36204 -6.19440
C48 -3.40019 -0.72398 -4.96672
N9 -4.13863 -1.07124 -3.91271
C49 -5.46226 -1.06520 -4.07010
C50 -6.09664 -0.72369 -5.25425
H46 -5.76796 -0.08902 -7.28042
H47 -3.28629 -0.08673 -7.01529
H48 -2.32750 -0.73998 -4.80747
H49 -6.03688 -1.35058 -3.19410
H50 -7.17568 -0.73896 -5.32446

Atomic forces in eV per Å
-0.7 0.8 -0.6
-0.4 0.4 0.7
0.1 -0.8 -0.2
0.8 -0.4 0.5
0.5 1.0 1.1
1.1 -0.9 -0.4
-0.9 0.0 -0.9
0.1 -0.2 0.0
0.2 -0.2 -0.3
-0.6 -0.5 -0.4
0.3 0.0 0.2
0.3 0.1 0.3
-0.1 0.2 -0.1
-0.9 1.2 0.4
-0.6 -0.1 -0.3
-0.8 -0.5 0.9
0.8 0.0 -0.9
-1.3 0.9 -0.6
1.1 -0.8 1.3
0.3 0.8 0.1
-0.7 0.0 -0.7
-0.3 -0.4 0.2
-0.3 0.0 0.1
-0.4 0.1 0.1
0.5 -2.3 -1.2
-0.6 0.5 -0.3
0.8 0.8 0.4
0.9 -1.0 0.0
0.1 -0.4 -0.9
0.3 1.4 0.4
-0.5 -0.1 -0.3
0.3 0.8 0.7
1.8 -1.9 -0.4
-0.9 0.4 0.1
2.1 0.0 0.4
-2.4 0.2 -0.4
0.0 0.1 0.1
-0.4 0.4 0.3
0.1 0.0 0.3
0.1 0.3 0.3
0.1 0.2 0.1
0.1 0.2 0.3
-0.1 0.2 0.2
0.1 -0.2 0.0
0.1 0.2 -0.1
0.2 0.5 -0.1
0.1 0.0 -0.1
-0.1 0.0 0.1
0.2 -0.2 0.3
0.3 0.0 0.1
0.4 -0.2 -0.3
-0.2 -0.1 0.3
-0.1 0.1 0.1
-0.1 -0.5 -0.1
0.0 0.1 0.0
-0.8 0.1 -0.1
0.0 0.0 0.0
0.0 0.0 0.0
-0.1 0.1 -0.1
0.1 -0.1 0.1
0.0 0.1 -0.1
0.1 0.0 0.0
0.0 0.0 0.0
0.0 0.0 0.0
0.1 0.0 0.0
0.0 -0.1 0.0
-0.1 0.0 0.0
0.0 0.1 0.0
0.0 0.0 0.0
-0.1 -0.2 -0.1
0.1 0.1 0.1
-0.1 -0.1 -0.1
0.0 0.0 0.0
0.0 0.0 0.0
0.0 0.0 0.0
0.1 0.0 0.0
0.0 0.1 0.0
0.0 0.0 0.0
0.0 0.0 0.1
0.0 0.0 0.0
0.1 0.1 -0.2
0.0 0.0 0.1
0.0 0.1 -0.1
0.0 0.0 0.0
0.0 0.0 0.0
0.0 0.0 0.0
0.0 -0.1 0.0
0.0 0.0 0.1
0.0 0.0 0.0
0.1 0.0 -0.1
0.0 0.0 0.0
-0.1 0.0 0.1
0.1 0.0 -0.1
-0.1 0.0 0.1
0.0 0.0 0.0
0.0 0.0 0.0
0.0 0.0 0.1
0.0 0.0 -0.1
0.1 0.0 0.0
0.0 0.0 0.0
-0.1 0.0 -0.1
0.0 0.0 0.0
0.1 0.0 0.1
-0.1 0.0 -0.1
0.1 0.0 0.1
0.0 0.0 0.0
0.0 0.0 0.0
0.0 0.0 0.0
0.0 0.0 0.0
0.0 0.0 0.0
0.0 0.0 0.0
0.0 0.0 -0.1
-0.1 0.0 0.0
0.1 -0.1 0.1
-0.2 0.1 -0.3
0.1 -0.1 0.1
0.0 0.0 0.0
0.0 0.0 0.0
0.0 0.0 0.0
0.0 0.0 0.0
-0.1 0.0 0.0
0.0 0.0 0.0

Values from the calculation:
Charge: 0
LUMO level in Ha: -0.00271
SMILES: O=C1c2cc(CCOCC(F)(F)F)c(CCCCS(=O)(=O)Cl)c(F)c2C(=O)N1CCSc1nnco1.c1ccncc1.c1ccncc1.c1ccncc1.c1ccncc1.c1ccncc1.c1ccncc1
HOMO in eV: -9.425
Frontier orbital gap in eV: 9.35

Here are the Mulliken charges for atoms 1 to 4, given in e: -0.55, -0.17, 0.58, -0.65

Entry 2:
Computed, not measured: a molecular structure, C50H50CoI2N6O4P2, with wB97M-V/def2-TZVPD.

Element x y z (Å)
Co1 -0.38003 -0.45885 0.31145
O1 -1.26238 -1.33217 -1.54016
N1 -0.55245 -1.36006 -2.57680
N2 0.61836 -0.86745 -2.41476
O2 1.05292 -0.40701 -1.25746
C1 1.50047 -0.81476 -3.54552
C2 1.03358 -1.09198 -4.82689
C3 1.91232 -1.01222 -5.89406
C4 3.24185 -0.65780 -5.69520
C5 3.69106 -0.38873 -4.41205
C6 2.82332 -0.46589 -3.32897
H1 -0.00339 -1.35939 -4.97093
H2 1.55471 -1.22916 -6.89283
H3 3.91887 -0.58907 -6.53713
H4 4.72638 -0.12055 -4.24308
H5 3.16055 -0.27146 -2.32151
C7 -4.46613 -2.48314 1.66789
C8 -2.97044 -2.54853 1.96557
C9 -2.69454 -3.34393 3.23742
C10 -2.19091 -3.03473 0.74094
C11 -2.03791 -4.54779 0.55349
O3 -0.63790 -4.72866 0.24446
C12 -0.03282 -3.54219 0.41732
N3 -0.78116 -2.56057 0.75629
C13 1.42018 -3.55162 0.09811
C14 1.89975 -4.65680 -0.60624
C15 3.21159 -4.70469 -1.04703
C16 4.05923 -3.63989 -0.78575
C17 3.60258 -2.55321 -0.05354
C18 2.29341 -2.49423 0.40672
P1 1.67371 -1.14861 1.49970
C19 3.03958 0.07008 1.60201
C20 3.69738 0.36013 2.79627
C21 4.65018 1.36852 2.85501
C22 4.95545 2.10779 1.72205
C23 4.28221 1.85002 0.53507
C24 3.32192 0.85136 0.47860
C25 1.75940 -2.06798 3.08065
C26 0.60999 -2.16009 3.85581
C27 0.60028 -2.91911 5.02096
C28 1.74465 -3.59137 5.41487
C29 2.90128 -3.50531 4.64391
C30 2.90897 -2.75300 3.48191
H6 -5.00899 -2.08581 2.52734
H7 -4.86972 -3.47789 1.45001
H8 -4.66969 -1.83760 0.81078
H9 -2.62095 -1.52737 2.13367
H10 -3.19227 -4.31709 3.21376
H11 -3.07191 -2.80451 4.10826
H12 -1.62479 -3.51235 3.38796
H13 -2.64955 -2.60294 -0.14981
H14 -2.61521 -4.93584 -0.28194
H15 -2.25663 -5.12787 1.44746
H16 1.22809 -5.47506 -0.81831
H17 3.56609 -5.56683 -1.59685
H18 5.08019 -3.65500 -1.14772
H19 4.27664 -1.73449 0.16840
H20 3.46017 -0.19065 3.69607
H21 5.14722 1.58073 3.79373
H22 5.70428 2.88820 1.76768
H23 4.49100 2.44132 -0.34813
H24 2.76321 0.68890 -0.43600
H25 -0.27885 -1.61815 3.55751
H26 -0.30340 -2.97637 5.61560
H27 1.74257 -4.18289 6.32152
H28 3.79771 -4.03133 4.94718
H29 3.80882 -2.70722 2.87937
N4 -1.26822 1.27606 -0.23740
P2 -1.86491 2.18369 -1.37781
C31 -2.43196 1.23680 -2.79329
C32 -1.85499 1.37986 -4.05091
C33 -2.29317 0.59305 -5.10937
C34 -3.30409 -0.33494 -4.91218
C35 -3.88404 -0.48156 -3.65718
C36 -3.44811 0.29796 -2.60084
C37 -0.62271 3.34008 -1.98423
C38 -0.90572 4.65464 -2.34261
C39 0.11087 5.47472 -2.81630
C40 1.40233 4.98059 -2.93583
C41 1.68798 3.66943 -2.57274
C42 0.68010 2.85064 -2.08911
C43 -3.26089 3.19199 -0.82932
C44 -4.46906 3.28786 -1.51070
C45 -5.51567 4.02513 -0.96943
C46 -5.35571 4.66642 0.24875
C47 -4.14650 4.57950 0.93084
C48 -3.10144 3.84293 0.39880
H30 -1.06496 2.10273 -4.21028
H31 -1.83891 0.70646 -6.08573
H32 -3.64327 -0.94869 -5.73787
H33 -4.66713 -1.21309 -3.50169
H34 -3.87850 0.16969 -1.61409
H35 -1.91504 5.03652 -2.24949
H36 -0.10442 6.50057 -3.08726
H37 2.19177 5.62177 -3.30761
H38 2.69808 3.28834 -2.66077
H39 0.89575 1.83647 -1.76516
H40 -4.59440 2.79985 -2.46879
H41 -6.45600 4.09396 -1.50149
H42 -6.17641 5.23080 0.67352
H43 -4.02374 5.07688 1.88476
H44 -2.16746 3.74677 0.94629
C49 1.51918 3.44461 4.21978
N5 1.01869 2.18558 3.72167
C50 0.31616 2.03227 2.54801
N6 0.23534 2.90487 1.59672
O4 -0.25103 0.84774 2.42245
H45 2.40686 3.27081 4.82832
H46 0.78255 3.98663 4.82108
H47 1.82106 4.08446 3.39429
H48 0.84852 1.46064 4.39833
H49 0.77567 3.73802 1.78782
H50 -0.85777 1.91423 0.46999
I1 -1.94363 0.49272 4.12588
I2 -3.84105 -0.00425 6.07808

Atomic forces in eV per Å
0.0 0.2 -0.3
-0.1 -0.2 0.1
0.1 0.1 0.1
0.1 0.0 -0.2
0.0 0.0 0.0
-0.1 0.0 0.2
0.0 0.0 0.0
0.0 0.0 0.0
0.0 0.0 0.0
0.0 0.0 0.0
0.1 0.0 0.0
0.0 0.0 0.0
0.0 0.0 0.0
0.0 0.0 0.0
0.0 0.0 0.0
0.0 0.0 0.0
0.0 -0.1 0.0
0.0 0.0 0.0
0.1 0.0 0.0
0.2 0.0 0.1
0.0 0.0 0.0
-0.1 -0.1 0.0
0.1 0.1 0.1
-0.1 -0.2 0.0
-0.1 0.1 -0.1
0.0 0.0 0.0
0.0 0.0 0.0
0.0 0.0 0.0
0.0 0.0 0.0
0.0 0.0 0.2
0.5 -0.1 -0.2
-0.1 0.0 0.1
0.0 -0.1 0.0
0.0 0.0 0.0
0.0 0.0 0.0
0.0 0.0 0.0
-0.1 0.0 0.0
-0.2 0.0 -0.1
0.0 0.1 0.0
0.0 0.1 0.0
0.0 0.0 0.0
0.0 0.0 0.0
0.0 0.0 0.0
0.0 0.0 0.0
0.0 0.0 0.0
0.0 0.0 0.0
0.0 0.1 0.0
0.0 0.0 0.0
0.0 0.0 0.0
-0.1 0.0 0.0
0.1 0.1 0.0
0.0 0.0 0.0
0.0 0.0 0.0
0.0 0.0 0.0
0.0 0.0 0.0
0.0 0.0 0.0
0.0 0.0 0.0
0.0 0.0 0.0
0.0 0.0 0.0
0.0 0.0 0.0
0.0 0.0 0.0
0.0 0.0 0.0
0.1 -0.1 0.0
0.0 0.0 0.0
0.0 0.0 0.0
0.0 0.0 0.0
0.0 0.0 0.0
-0.2 -0.2 0.3
0.1 0.1 -0.2
-0.1 -0.1 0.0
-0.1 0.0 0.0
0.0 0.0 0.0
0.0 0.0 0.0
0.0 0.0 0.0
0.0 0.0 0.0
0.1 0.1 -0.1
0.1 -0.1 -0.1
0.0 0.0 0.0
0.0 0.0 0.0
0.0 0.0 0.0
0.0 0.0 0.1
0.0 0.0 0.2
0.0 0.1 -0.1
0.0 0.0 0.0
0.0 0.0 0.0
0.0 0.0 0.0
-0.1 -0.1 0.0
0.0 0.0 0.0
0.0 0.0 0.0
0.0 0.0 0.0
0.0 0.0 0.0
0.0 0.0 0.0
0.0 0.0 0.0
0.0 0.0 0.0
0.0 0.0 0.0
0.0 0.0 0.0
0.0 0.0 0.0
0.0 0.0 0.0
0.0 0.0 0.0
0.0 0.0 0.0
0.0 0.0 0.0
0.0 0.0 0.0
-0.1 -0.1 0.0
0.1 0.1 0.0
0.1 -0.3 -0.2
-0.1 0.0 0.1
-0.1 0.0 0.2
0.0 0.0 0.0
0.0 0.0 0.0
0.1 0.0 0.0
0.0 0.0 0.0
0.0 0.1 0.0
0.0 0.0 0.0
-0.3 0.2 0.2
0.1 0.0 -0.2

Values from the calculation:
Charge: 0
LUMO level (alpha / beta) in Ha: -0.00024 / -0.00116
HOMO (alpha / beta) in eV: -7.896 / -7.843
Frontier orbital gap (alpha / beta) in eV: 7.89 / 7.81
Multiplicity: 4

Here are the Mulliken charges for atoms 1 to 4, given in e: 1.54, -0.19, -1.33, 0.94